[1]
Below is a structure of composition C21H47CoOP3S, with properties calculated with ωB97M-V/def2-TZVPD.

Last column: Mulliken charge in e.
Atoms and positions in Å:
H: -3.52163 -5.17950 -5.57227  0.43
H: -0.72627 -2.95840 3.56491  0.52
C: 1.53373 -0.39478 1.04244  -1.40
H: -1.26359 -1.88333 -7.30695  0.43
H: 2.31635 0.32124 0.77583  0.60
H: -0.10428 -1.57740 -5.17931  0.09
H: 1.87466 0.19365 -5.60879  0.33
P: 1.27390 -1.50020 -0.39937  1.19
H: 0.77026 0.45255 -2.71011  -0.15
H: -4.73704 -0.72294 -2.34499  0.43
H: 0.63122 -2.53276 2.48997  0.27
O: 0.29288 2.68031 1.25144  0.07
C: -0.41209 -2.29350 2.74593  -1.18
C: -2.52583 -3.53004 -6.56738  -0.39
C: 1.04247 3.46072 0.30335  -0.09
H: 0.36817 3.72394 4.45722  0.40
H: -3.05191 -3.65413 -7.50510  0.44
H: 1.42599 2.54345 3.65203  0.33
H: 0.37318 1.71203 -4.02062  0.32
H: -2.82782 0.79654 1.11337  0.33
H: -3.43608 1.16399 -2.97152  0.51
C: -1.26272 -3.08332 -4.11190  0.57
C: 1.94905 -3.15109 0.12226  -1.36
P: -2.68622 -0.19570 -1.15263  0.79
H: -0.59617 4.32142 2.16999  0.34
C: -2.15918 -4.16969 -4.27203  -0.65
H: 1.84115 4.03137 0.82232  0.43
H: 3.01734 -3.02728 0.33860  0.54
H: -3.39732 -2.42948 2.85716  0.52
H: -4.78916 -1.33548 -0.67378  0.39
H: -3.04427 2.02099 -0.19018  0.57
H: -2.37766 -4.75888 -3.38818  0.45
H: 1.45199 -3.57914 0.99988  0.44
H: 1.86512 -0.96652 1.91748  0.43
C: -2.79824 -4.37428 -5.48245  -0.60
H: 1.82926 -3.84280 -0.72234  0.38
S: -0.73170 -2.64361 -2.55218  -0.14
C: -1.53240 -2.54456 -6.47221  -0.57
C: 0.86299 3.47437 3.51520  -1.15
H: -0.35743 -2.71061 0.17537  0.25
H: -5.04790 0.40994 -1.01789  0.45
H: -0.42628 5.06822 0.08327  0.38
H: -0.47349 3.83844 -1.20980  0.14
H: -1.41791 1.39172 0.19792  -0.26
C: 0.93073 0.81688 -3.73770  0.18
H: 1.82760 -1.00753 -4.23697  0.29
H: -0.89373 -4.85540 1.18975  0.40
C: -0.86278 -2.36037 -5.26855  -0.05
H: 0.84795 5.02116 -1.15542  0.40
H: 1.56919 4.27836 3.28657  0.39
Co: -1.11838 -1.72822 -0.70125  0.16
H: 3.56332 -1.67031 -1.16958  0.52
C: 2.72966 -0.98623 -1.38430  -1.07
H: -0.47446 -1.25294 3.10891  0.28
H: -2.53294 -4.60924 1.86950  0.48
C: -2.45785 0.77562 -2.65954  -0.69
H: 0.63377 0.18442 1.28534  -0.01
H: -2.25040 -4.46633 0.09983  0.36
H: -1.77449 1.60169 -2.44373  -0.04
C: 1.55650 -0.00761 -4.58464  -0.89
C: -2.48371 1.12039 0.11893  -0.94
H: -2.91458 -0.79058 2.36586  0.26
H: 2.53475 -0.96443 -2.45632  -0.12
P: -1.59115 -2.52425 1.33522  0.94
C: -1.83182 -4.30240 1.09690  -1.40
H: 1.51966 2.71415 -0.35544  0.13
C: -3.09647 -1.80978 2.00326  -1.20
H: -0.99095 2.68383 2.76779  0.33
C: 0.18485 4.40402 -0.53917  -0.94
H: -3.88544 -1.81401 1.24319  0.32
H: 3.02801 0.02113 -1.07302  0.46
H: -2.03235 0.15851 -3.45176  0.23
C: -4.50797 -0.49377 -1.29996  -1.44
C: -0.18626 3.33723 2.42650  -0.18

total charge = +3
molar mass = 499.528 g mol⁻¹
lowest unoccupied orbital energy (alpha / beta) = -8.15 / -13.39 eV
2S+1 = 5
energy above the lowest of the compared OMol25 structures with the same formula, charge and spin = 303.30 kJ/mol

[2]
Below is a cluster of 8 separate species, C21H47F12O13PS in total, with properties calculated with ωB97M-V/def2-TZVPD.

Last column: Mulliken charge in e.
Atoms and positions in Å:
C: 2.45295 5.27555 4.31472  -0.83
C: -5.98306 1.72075 -0.54575  -0.58
H: -2.59083 -3.88367 -1.73148  0.26
C: 1.21898 4.95915 -3.19843  -0.48
H: -0.28175 4.45271 -0.58563  0.28
O: -0.09740 3.74485 0.09915  -0.25
C: -1.57225 -5.35494 -0.51557  -0.62
C: 2.21488 -4.24981 -3.03967  -0.86
P: 1.49184 3.08595 -0.21483  1.15
H: -0.01462 -9.23961 -0.52682  0.24
H: -1.18385 -5.46500 4.87767  0.31
O: 3.66651 -2.34252 -2.85308  -0.51
H: -2.67459 -3.59198 2.95744  0.11
O: -3.40084 -3.94460 0.15301  -0.47
H: 2.89326 -1.83373 -2.55471  0.28
C: 2.35598 3.94052 -2.60040  -0.65
H: -2.74000 -3.31742 0.49323  0.23
C: 0.31348 4.32781 -4.42705  0.79
H: -3.55990 -5.32100 -1.35136  0.32
H: 1.34458 -3.65828 -2.73723  0.20
H: 1.26376 4.91291 2.08154  0.21
H: 1.81477 5.88563 -3.65806  0.40
F: -2.09237 0.18387 1.06075  -0.16
F: -3.40263 3.67643 -3.91058  -0.29
F: -0.35188 0.55070 2.77586  -0.17
H: -0.68260 -3.80900 4.48275  0.26
H: 2.65647 4.99796 5.35276  0.35
H: -6.65782 1.58031 -1.39485  0.32
H: 3.43869 -3.70933 -1.33945  0.23
H: 2.06107 -5.28698 -2.72884  0.30
H: -7.54373 1.83275 0.93823  0.29
F: 0.43977 2.82704 -4.53442  -0.28
F: -1.58498 3.21015 -2.43818  -0.17
C: -6.68934 2.42355 0.59506  -0.26
H: 7.21364 2.72397 0.60494  0.36
C: -2.64282 -4.35157 3.74536  -0.81
H: -3.16092 -5.23470 3.35727  0.25
H: -1.80871 -6.07901 0.27105  0.21
H: 2.07622 -9.29503 0.85114  0.29
H: 6.50982 3.25443 2.15154  0.24
F: -1.82048 4.33746 -5.75686  -0.29
H: -5.61125 0.74246 -0.22377  0.21
C: -2.77213 5.43380 -2.22773  0.62
H: 6.10607 0.80939 1.78794  0.32
H: -5.04719 3.12331 1.37514  0.29
H: 0.52299 5.41589 -2.36834  0.13
H: -5.11398 2.29810 -0.87770  -0.01
H: 3.05523 4.64177 3.65564  0.16
O: 1.38029 -0.77261 -0.34836  -0.53
H: -0.54812 -4.47997 2.28640  0.21
F: 0.94798 4.84913 -5.69575  -0.32
H: 3.78411 2.42601 1.49787  0.09
H: 1.16248 -8.73757 2.26670  0.24
C: -0.06133 -9.27805 0.56648  -0.97
H: 2.78288 6.30707 4.15318  0.25
H: 2.94927 3.51628 -3.54536  0.34
O: 1.39030 -7.37076 0.75307  -0.46
C: 5.51306 1.56096 1.25855  -0.12
C: -1.24206 4.85462 -4.46053  0.36
H: -0.93163 -8.68652 0.86892  0.26
O: -0.37821 0.87228 -1.01810  -0.51
S: 0.50438 0.42394 0.17095  0.69
C: -0.71794 -0.14950 1.52333  0.64
H: -3.18674 -3.97756 4.61730  0.38
C: 6.27885 2.86367 1.15508  -0.96
C: 3.48301 -3.68633 -2.43260  -0.20
O: 2.52733 4.09232 0.48392  -0.75
F: -3.84960 6.26879 -2.83518  -0.22
F: -0.60965 -1.63244 1.59096  -0.20
H: -1.11550 -5.88373 -1.35685  0.37
C: 0.97914 5.13205 3.99617  -0.17
H: 0.38280 5.78337 4.64187  0.30
H: 5.68014 3.62554 0.64529  0.24
O: -0.52547 -5.17855 2.96263  -0.40
H: -0.21514 -10.31522 0.87731  0.36
C: -1.21119 -4.69000 4.10603  -0.26
C: 1.20680 -8.71457 1.17355  -0.19
H: -7.05272 3.40798 0.28470  0.25
C: -2.82115 -4.61867 -0.95417  -0.40
O: -5.79822 2.59044 1.68791  -0.51
F: -3.39848 4.71607 -1.05513  -0.23
F: -1.75374 6.33872 -1.64786  -0.23
O: 4.30718 1.76324 1.98052  -0.47
H: -0.83874 -4.65820 -0.09686  0.10
O: 0.73620 5.50252 2.64709  -0.51
O: 1.83397 2.76514 -1.88943  -0.22
H: 5.26707 1.17044 0.26635  0.20
H: 4.35243 -4.26680 -2.75502  0.29
O: 1.58786 1.60175 0.75613  -0.03
H: 3.12922 4.58521 -2.00478  0.39
C: -2.19106 4.29111 -3.24905  0.58
H: 0.64454 4.10053 4.14281  0.17
H: 2.26159 -4.21137 -4.13297  0.29
F: -1.27226 6.36020 -4.57592  -0.28
H: 0.61705 -6.86197 1.05144  0.21

molar mass = 798.611 g mol⁻¹
lowest unoccupied orbital energy = -1.98 eV
SMILES string = O=[P@@](O)(OCCC(F)(F)C(F)(F)C(F)(F)C(F)(F)F)OS(=O)(=O)C(F)(F)F.CCO.CCO.CCO.CCO.CCO.CCO.CCO